(1)
DFT (ωB97M-V/def2-TZVPD) results for a molecular structure, C51H47N3O8P2S2Sr in a non-equilibrium geometry.

Element x y z (Å)
Sr (0.87200, 0.25643, 0.81371)
C (-2.09660, 2.83873, 8.09401)
C (-1.20500, 2.39533, 6.97241)
C (0.05330, 1.86243, 7.22511)
C (0.83810, 1.39503, 6.18241)
C (0.37050, 1.46973, 4.88431)
C (-0.85780, 2.04503, 4.60971)
C (-1.63870, 2.50683, 5.65291)
S (1.20880, 0.58473, 3.55911)
O (2.26000, -0.21087, 4.13501)
O (1.63540, 1.55073, 2.56531)
N (0.05240, -0.25357, 2.85631)
C (-0.36730, -1.44577, 3.31961)
C (-0.32640, -1.85227, 4.64801)
C (-0.83430, -3.08527, 5.04511)
C (-1.39500, -3.95727, 4.14511)
C (-1.42960, -3.61677, 2.78441)
C (-1.94130, -4.47687, 1.79111)
C (-1.89180, -4.09537, 0.47751)
C (-1.38390, -2.82477, 0.17261)
N (-0.91880, -1.98887, 1.06641)
C (-0.91230, -2.35777, 2.35771)
H (-1.66610, 2.59933, 9.06241)
H (-3.07250, 2.36053, 8.02511)
H (-2.25210, 3.91453, 8.04171)
H (0.41200, 1.78483, 8.24311)
H (1.80080, 0.94273, 6.36081)
H (-1.19420, 2.09503, 3.58361)
H (-2.61110, 2.93573, 5.45261)
H (0.11850, -1.19427, 5.37831)
H (-0.77980, -3.35527, 6.08961)
H (-1.78720, -4.91027, 4.46801)
H (-2.36160, -5.42687, 2.08931)
H (-2.23400, -4.74677, -0.31339)
H (-1.38640, -2.47347, -0.84959)
O (0.35580, -0.05207, -1.37849)
P (0.13250, 0.91893, -2.46669)
C (-0.11220, 2.62433, -1.82099)
P (-1.24910, 2.53383, -0.37519)
O (-0.60280, 1.95293, 0.80711)
C (-2.68830, 1.58773, -0.91929)
C (-2.93160, 0.37803, -0.28369)
C (-4.01100, -0.39317, -0.67919)
C (-4.85350, 0.05633, -1.68269)
C (-4.62030, 1.27613, -2.30019)
C (-3.53350, 2.04193, -1.92549)
C (-1.76340, 4.25783, -0.08819)
C (-3.09790, 4.61773, 0.03771)
C (-3.43540, 5.93663, 0.28501)
C (-2.44460, 6.89283, 0.42491)
C (-1.10960, 6.53033, 0.33031)
C (-0.76670, 5.21453, 0.07551)
C (1.50380, 1.16863, -3.64289)
C (2.72990, 1.57723, -3.12369)
C (3.74460, 1.95993, -3.98429)
C (3.54350, 1.93603, -5.35669)
C (2.34050, 1.48323, -5.87149)
C (1.32100, 1.09973, -5.01899)
C (-1.31260, 0.44453, -3.46139)
C (-1.89270, 1.25173, -4.43189)
C (-2.96870, 0.77733, -5.16079)
C (-3.46830, -0.49417, -4.92539)
C (-2.87900, -1.30647, -3.97199)
C (-1.79650, -0.83877, -3.25109)
H (-0.45340, 3.31023, -2.59709)
H (0.86500, 2.94303, -1.43509)
H (-2.26760, 0.05413, 0.50741)
H (-4.19560, -1.34167, -0.19809)
H (-5.70310, -0.53827, -1.98309)
H (-5.28510, 1.62833, -3.07419)
H (-3.33860, 2.99323, -2.40079)
H (-3.86650, 3.86403, -0.05799)
H (-4.47420, 6.21563, 0.36981)
H (-2.71250, 7.92123, 0.61241)
H (-0.33910, 7.27593, 0.45641)
H (0.27320, 4.92023, 0.01711)
H (2.88640, 1.56973, -2.05239)
H (4.69250, 2.28983, -3.58599)
H (4.32380, 2.26833, -6.02559)
H (2.19010, 1.43763, -6.93929)
H (0.38440, 0.74653, -5.42329)
H (-1.50070, 2.24153, -4.61859)
H (-3.42090, 1.40123, -5.91649)
H (-4.31510, -0.85247, -5.49079)
H (-3.26000, -2.29997, -3.79359)
H (-1.30240, -1.44677, -2.50979)
C (1.16320, -3.70757, -4.51029)
C (1.97080, -3.88467, -3.25809)
C (1.42440, -3.61167, -2.01039)
C (2.17060, -3.77447, -0.85379)
C (3.47650, -4.21257, -0.95769)
C (4.03840, -4.49707, -2.18829)
C (3.28580, -4.33537, -3.33779)
S (4.47170, -4.44547, 0.52461)
O (3.78120, -5.36257, 1.38541)
O (5.80590, -4.78207, 0.10281)
N (4.53590, -2.98157, 1.28161)
C (5.19180, -1.92397, 0.54241)
C (4.74920, -0.56557, 1.08341)
C (3.28540, -0.35047, 0.70281)
O (2.45010, -1.18747, 1.10701)
O (2.98250, 0.61343, -0.02119)
H (0.21170, -3.22597, -4.29739)
H (0.96880, -4.67487, -4.97329)
H (1.70850, -3.10027, -5.23079)
H (0.40150, -3.27397, -1.93519)
H (1.74070, -3.56177, 0.11451)
H (5.05990, -4.84407, -2.21549)
H (3.71760, -4.56157, -4.30349)
H (3.61560, -2.68417, 1.59861)
H (4.95180, -1.98787, -0.53139)
H (6.27180, -2.05587, 0.65421)
H (5.34900, 0.24323, 0.66571)
H (4.82720, -0.56397, 2.17131)

For the total energy, the calculation gives -115589.9141 eV. For the LUMO energy, the calculation gives -0.005 hartree. As for the HOMO-LUMO gap: 7.030 eV. The energy above the lowest of the compared OMol25 structures with the same formula, charge and spin comes out at 13.7 kcal/mol. The HOMO energy comes out at -7.2 eV.

=====

(2)
DFT (ωB97M-V/def2-TZVPD) results for a molecular structure, C51H48CeN2P2 in a non-equilibrium geometry.

Element x y z (Å)
Ce (0.36433, -0.29180, -0.32423)
C (0.01646, -2.57574, 2.64013)
C (0.99899, -2.78127, 1.51173)
C (0.95042, -3.91989, 0.72264)
C (1.87321, -4.13436, -0.30849)
C (1.83788, -5.38638, -1.14103)
C (2.84669, -3.16646, -0.54919)
C (2.94188, -2.02104, 0.22775)
C (4.07933, -1.05489, 0.04042)
C (2.00215, -1.83040, 1.25334)
H (-0.99411, -2.37839, 2.27076)
H (0.31578, -1.74838, 3.28518)
H (-0.05441, -3.47091, 3.25875)
H (0.19829, -4.67550, 0.92877)
H (0.96729, -6.00036, -0.91321)
H (2.73238, -5.98586, -0.95789)
H (1.82417, -5.14132, -2.20615)
H (3.56361, -3.32287, -1.35104)
H (4.31070, -0.92494, -1.01504)
H (4.97667, -1.45074, 0.52239)
H (3.88061, -0.08170, 0.49425)
H (2.14860, -1.00896, 1.95335)
C (-2.93732, 0.77024, -1.34450)
P (-2.54295, -0.46422, -0.02657)
C (-3.50805, -1.93542, -0.47715)
C (-3.40474, -2.45529, -1.77135)
C (-4.11624, -3.59114, -2.12998)
C (-4.92587, -4.22520, -1.19506)
C (-5.02008, -3.72320, 0.09534)
C (-4.31402, -2.58212, 0.45782)
C (-3.25970, 0.18768, 1.49147)
C (-4.60978, 0.53912, 1.54686)
C (-5.14401, 1.02919, 2.72837)
C (-4.34001, 1.17046, 3.85768)
C (-2.99841, 0.82301, 3.80884)
C (-2.46230, 0.32886, 2.62639)
C (-1.97232, 1.90776, -1.26882)
C (-2.11978, 3.23713, -1.49178)
C (-0.84883, 3.86715, -1.22063)
C (0.01818, 2.89174, -0.86004)
C (1.38620, 2.93162, -0.25782)
P (1.19312, 1.98148, 1.32264)
C (0.13323, 3.07427, 2.31407)
C (-1.25227, 3.04823, 2.15484)
C (-2.05200, 3.93638, 2.86005)
C (-1.47276, 4.84893, 3.73153)
C (-0.09293, 4.87652, 3.89539)
C (0.71123, 3.98954, 3.19483)
C (2.79780, 1.93871, 2.14165)
C (3.94069, 2.47230, 1.55037)
C (5.17064, 2.36081, 2.19059)
C (5.26260, 1.71199, 3.41306)
C (4.12472, 1.17279, 4.00735)
C (2.89642, 1.28037, 3.37295)
N (-0.65288, 1.66014, -0.87815)
H (-3.96003, 1.11099, -1.20819)
H (-2.90005, 0.25302, -2.30267)
H (-2.77783, -1.97549, -2.51286)
H (-4.04615, -3.97527, -3.14111)
H (-5.48812, -5.10787, -1.47512)
H (-5.65483, -4.21241, 0.82278)
H (-4.40896, -2.19306, 1.46496)
H (-5.24930, 0.41946, 0.67816)
H (-6.19177, 1.29782, 2.77174)
H (-4.76617, 1.55145, 4.77876)
H (-2.37181, 0.94136, 4.68408)
H (-1.41035, 0.06981, 2.59138)
H (-3.03122, 3.73003, -1.80239)
H (-0.62569, 4.92362, -1.27215)
H (1.71666, 3.94613, -0.04893)
H (2.13008, 2.44901, -0.89022)
H (-1.71648, 2.34729, 1.47484)
H (-3.12744, 3.91121, 2.72738)
H (-2.09472, 5.54045, 4.28608)
H (0.36174, 5.59147, 4.57156)
H (1.78332, 4.02068, 3.33526)
H (3.87998, 2.98956, 0.59915)
H (6.05472, 2.78913, 1.73628)
H (6.22204, 1.62892, 3.90942)
H (4.19758, 0.67631, 4.96671)
H (2.00702, 0.87652, 3.84892)
C (2.36279, 3.09224, -4.15829)
C (1.08345, 2.55184, -4.29529)
C (0.77517, 1.34315, -3.70402)
C (1.73765, 0.66161, -2.95429)
C (3.01303, 1.19576, -2.82869)
C (3.32751, 2.40950, -3.43127)
N (1.40993, -0.56442, -2.27939)
C (0.79433, -1.58910, -3.04415)
C (0.00955, -2.53342, -2.38270)
C (-0.54507, -3.62204, -3.04297)
C (-0.31771, -3.77747, -4.39700)
C (0.45042, -2.82884, -5.07856)
C (0.99593, -1.74161, -4.41873)
H (2.60437, 4.03853, -4.62741)
H (0.32645, 3.07973, -4.86081)
H (-0.21760, 0.92449, -3.80994)
H (3.76879, 0.64823, -2.28254)
H (4.32940, 2.81004, -3.34155)
H (-0.16921, -2.47139, -1.32505)
H (-1.14777, -4.33586, -2.49612)
H (-0.72688, -4.63096, -4.92302)
H (0.63419, -2.94742, -6.14030)
H (1.60057, -1.02042, -4.95512)

For the total energy, the calculation gives -88140.4194 eV. The net charge is +2. For the LUMO energy (spin up / spin down), the calculation gives -0.265 / -0.265 hartree. As for the HOMO-LUMO gap (spin up / spin down): 5.664 / 5.665 eV. The energy above the lowest of the compared OMol25 structures with the same formula, charge and spin comes out at 4.9 kcal/mol. The HOMO energy (spin up / spin down) comes out at -12.9 / -12.9 eV.